# C5H10NOS

A gas-phase ion, C5H10NOS (charge +1) in a non-equilibrium geometry (the ωB97M-V functional and the def2-TZVPD basis, the Open Molecules 2025 dataset).

Results
Gap between HOMO and LUMO (spin up / spin down)   8.979 / 8.978 eV
Calculated total energy   -19709.26621 eV
LUMO energy (spin up / spin down)   -4.39 / -4.39 eV
HOMO energy (spin up / spin down)   -13.372 / -13.370 eV
Molar mass   132.208 g/mol
F_max   0.09448 Eh/bohr
Charge   +1

Last column: Löwdin charge in e.
Atoms and positions in Å:
C (-1.484, 0.051, 0.581)  -0.04
C (0.391, -1.138, -0.567)  -0.08
C (-1.596, 1.409, -0.261)  -0.30
C (2.016, -0.884, -0.766)  -0.27
C (0.810, 0.751, 0.690)  -0.51
N (-0.021, -0.350, 0.612)  -0.19
O (-0.349, 1.724, -0.666)  -0.13
S (2.389, 0.614, 0.297)  1.10
H (-1.703, 0.447, 1.614)  0.15
H (-1.928, -0.835, 0.022)  0.16
H (-0.197, -0.739, -1.380)  0.14
H (0.429, -2.157, -0.293)  0.12
H (-2.165, 1.146, -1.249)  0.16
H (-2.140, 2.120, 0.400)  0.12
H (2.505, -1.687, -0.249)  0.06
H (2.422, -0.816, -1.816)  0.12
H (0.568, 1.378, 1.545)  0.13
H (0.052, -1.033, 1.487)  0.27



# C5H10NP

A molecular structure, C5H10NP in a non-equilibrium geometry (the ωB97M-V functional and the def2-TZVPD basis, the Open Molecules 2025 dataset).

Results
Gap between HOMO and LUMO   9.412 eV
Calculated total energy   -16121.56030 eV
LUMO energy   0.35 eV
HOMO energy   -9.062 eV
Molar mass   115.116 g/mol
F_max   0.11138 Eh/bohr

Last column: Löwdin charge in e.
Atoms and positions in Å:
C (-1.218, 1.653, 1.502)  -0.29
C (0.702, 1.566, 0.894)  -0.21
C (-0.889, 0.500, -1.400)  -0.20
C (1.824, -0.570, -0.908)  -0.16
C (-0.391, -1.378, 0.810)  -0.22
N (-2.257, 1.942, 1.863)  0.02
P (0.312, 0.125, -0.014)  0.68
H (1.168, 1.241, 1.791)  -0.05
H (-1.052, 1.699, -1.313)  0.11
H (-0.514, 0.080, -2.268)  0.00
H (-1.904, 0.171, -1.144)  0.04
H (2.354, -0.884, -0.112)  -0.01
H (1.443, -1.407, -1.400)  0.02
H (2.215, 0.422, -1.377)  0.10
H (-1.030, -1.110, 1.762)  0.09
H (-1.067, -1.988, 0.118)  0.07
H (0.302, -2.061, 1.198)  0.00



# C5H10NS

A gas-phase ion, C5H10NS (charge +1) in a non-equilibrium geometry (the ωB97M-V functional and the def2-TZVPD basis, the Open Molecules 2025 dataset).

Results
Gap between HOMO and LUMO   8.500 eV
Calculated total energy   -17661.68502 eV
LUMO energy   -3.57 eV
HOMO energy   -12.071 eV
Molar mass   116.209 g/mol
F_max   0.05796 Eh/bohr
Charge   +1

Last column: Löwdin charge in e.
Atoms and positions in Å:
C (-0.200, -0.861, -1.220)  -0.25
C (0.780, 0.113, -1.925)  -0.38
C (-0.526, -0.494, 0.180)  -0.15
C (0.277, -0.852, 1.185)  -0.09
C (-0.591, 2.037, -0.742)  -0.39
N (0.016, -0.260, 2.531)  0.16
S (-0.056, 1.799, -2.245)  0.91
H (-1.074, -1.094, -1.966)  0.16
H (0.186, -1.806, -1.099)  0.08
H (1.604, 0.361, -1.266)  0.07
H (1.110, -0.375, -2.864)  0.09
H (-1.354, 0.171, 0.312)  0.08
H (1.308, -1.430, 1.211)  0.18
H (-1.224, 2.994, -0.812)  -0.01
H (-0.999, 0.053, 2.545)  0.19
H (0.586, 0.554, 2.881)  0.19
H (0.157, -0.911, 3.297)  0.16



# C5H10NS

A gas-phase ion, C5H10NS (charge +1) in a non-equilibrium geometry (the ωB97M-V functional and the def2-TZVPD basis, the Open Molecules 2025 dataset).

Results
Gap between HOMO and LUMO   10.210 eV
Calculated total energy   -17662.73458 eV
LUMO energy   -3.96 eV
HOMO energy   -14.168 eV
Molar mass   116.209 g/mol
F_max   0.11323 Eh/bohr
Charge   +1

Last column: Löwdin charge in e.
Atoms and positions in Å:
C (-0.462, -0.484, -0.575)  -0.31
C (-1.303, -1.436, -0.766)  0.10
C (-0.584, 1.014, -0.263)  -0.57
C (1.179, -0.700, -0.268)  -0.26
C (-1.022, 1.479, 1.115)  -0.06
N (2.034, -1.119, 0.801)  0.09
S (1.141, 1.364, -0.669)  1.09
H (-1.083, -2.485, -0.960)  0.10
H (-2.308, -1.191, -1.080)  0.09
H (-1.346, 1.413, -1.025)  0.15
H (1.458, -1.202, -1.142)  0.09
H (-0.283, 1.266, 1.762)  0.03
H (-1.914, 1.065, 1.523)  0.10
H (-1.049, 2.550, 1.150)  0.09
H (2.835, -1.696, 0.661)  0.10
H (1.828, -0.865, 1.771)  0.11
H (0.878, 1.026, -2.034)  0.05



# C5H10O

A single C5H10O molecule (the ωB97M-V functional and the def2-TZVPD basis, the Open Molecules 2025 dataset).

Results
SMILES   CC(C)(C)C=O
Gap between HOMO and LUMO   10.568 eV
Calculated total energy   -7394.21374 eV
LUMO energy   0.84 eV
HOMO energy   -9.727 eV
Molar mass   86.134 g/mol
F_max   0.01108 Eh/bohr

Last column: Löwdin charge in e.
Atoms and positions in Å:
C (-0.949, -0.759, -0.842)  -0.06
C (-0.013, 0.073, 0.057)  -0.54
C (0.430, 1.313, -0.772)  -0.05
C (1.019, -0.955, 0.596)  -0.06
C (-0.715, 0.593, 1.310)  -0.22
O (-0.796, -0.030, 2.343)  0.05
H (-1.694, -0.162, -1.377)  0.08
H (-0.321, -1.243, -1.599)  0.09
H (-1.452, -1.544, -0.271)  0.09
H (-0.421, 1.655, -1.381)  0.08
H (1.242, 1.108, -1.475)  0.08
H (0.724, 2.177, -0.163)  0.08
H (0.467, -1.683, 1.209)  0.08
H (1.492, -1.507, -0.222)  0.08
H (1.785, -0.534, 1.256)  0.09
H (-1.113, 1.626, 1.278)  0.13



# C5H10O

2 unconnected molecules or ions with the total composition C5H10O (the ωB97M-V functional and the def2-TZVPD basis, the Open Molecules 2025 dataset).

Results
Gap between HOMO and LUMO   8.663 eV
Calculated total energy   -7389.83705 eV
LUMO energy   0.11 eV
HOMO energy   -8.553 eV
Molar mass   86.134 g/mol
F_max   0.00834 Eh/bohr

Last column: Löwdin charge in e.
Atoms and positions in Å:
C (-0.104, 1.689, -0.846)  -0.14
C (0.158, 0.868, 0.365)  0.02
C (-2.168, -1.347, -0.024)  -0.04
C (1.112, -0.177, 0.110)  -0.37
C (2.252, -0.070, 1.082)  -0.11
O (1.359, -1.132, 1.146)  -0.03
H (-0.067, 2.757, -0.602)  0.08
H (-1.166, 1.500, -1.073)  0.09
H (0.483, 1.488, -1.758)  0.07
H (-1.709, -0.602, 0.634)  0.00
H (-3.209, -1.077, -0.219)  0.02
H (-2.127, -2.324, 0.462)  0.02
H (-1.622, -1.396, -0.972)  0.02
H (1.371, -0.546, -0.890)  0.15
H (3.245, -0.280, 0.685)  0.12
H (2.192, 0.648, 1.898)  0.12



# C5H10O

A single C5H10O molecule (the ωB97M-V functional and the def2-TZVPD basis, the Open Molecules 2025 dataset).

Results
SMILES   CC[C@H]1O[C@H]1C
Gap between HOMO and LUMO   11.157 eV
Calculated total energy   -7393.62789 eV
LUMO energy   1.14 eV
HOMO energy   -10.017 eV
Molar mass   86.134 g/mol
F_max   0.00543 Eh/bohr

Last column: Löwdin charge in e.
Atoms and positions in Å:
C (2.059, 0.584, -0.734)  -0.11
C (0.749, 0.910, -0.018)  -0.20
C (0.253, -0.233, 0.838)  -0.28
O (-0.828, 0.042, 1.720)  -0.02
C (-1.040, -0.920, 0.696)  -0.31
C (-2.097, -0.590, -0.323)  -0.04
H (2.830, 0.283, -0.016)  0.07
H (2.432, 1.461, -1.273)  0.07
H (1.941, -0.230, -1.458)  0.08
H (0.900, 1.768, 0.649)  0.12
H (-0.018, 1.210, -0.740)  0.10
H (1.053, -0.804, 1.317)  0.14
H (-1.089, -1.946, 1.069)  0.14
H (-1.973, 0.411, -0.743)  0.07
H (-3.082, -0.627, 0.155)  0.08
H (-2.091, -1.319, -1.140)  0.08



# C5H10O

A single C5H10O molecule (the ωB97M-V functional and the def2-TZVPD basis, the Open Molecules 2025 dataset).

Results
Gap between HOMO and LUMO   8.040 eV
Calculated total energy   -7389.47334 eV
LUMO energy   0.62 eV
HOMO energy   -7.415 eV
Molar mass   86.134 g/mol
F_max   0.00889 Eh/bohr

Last column: Löwdin charge in e.
Atoms and positions in Å:
C (-1.814, -0.467, 0.420)  -0.07
C (-1.097, 0.413, -0.584)  -0.26
C (-0.045, 1.369, -0.063)  -0.06
C (0.357, 0.210, -0.893)  -0.29
C (2.502, -0.327, 0.398)  -0.01
O (1.076, -0.878, -0.321)  -0.14
H (-2.105, -1.437, -0.001)  0.08
H (-1.195, -0.642, 1.309)  0.08
H (-2.725, 0.026, 0.776)  0.08
H (-1.710, 0.736, -1.424)  0.13
H (0.099, 2.350, -0.504)  0.11
H (0.166, 1.309, 1.002)  0.11
H (0.739, 0.393, -1.890)  0.15
H (3.096, -1.227, 0.160)  -0.03
H (2.195, -0.485, 1.454)  -0.03
H (0.499, -1.432, 0.227)  0.13



# C5H10O

A single C5H10O molecule (the ωB97M-V functional and the def2-TZVPD basis, the Open Molecules 2025 dataset).

Results
Gap between HOMO and LUMO   8.407 eV
Calculated total energy   -7390.31189 eV
LUMO energy   -0.08 eV
HOMO energy   -8.484 eV
Molar mass   86.134 g/mol
F_max   0.00834 Eh/bohr

Last column: Löwdin charge in e.
Atoms and positions in Å:
C (-2.154, -1.275, -0.465)  -0.11
C (-1.057, -0.244, -0.773)  -0.32
C (-0.280, 0.015, 0.460)  0.07
C (1.842, 1.726, 0.740)  -0.12
O (2.001, 0.381, 1.136)  -0.19
C (1.137, -0.390, 0.343)  -0.31
H (-2.738, -0.948, 0.400)  0.08
H (-1.699, -2.245, -0.233)  0.07
H (-2.809, -1.402, -1.331)  0.07
H (-1.547, 0.723, -0.983)  0.12
H (-0.479, -0.540, -1.669)  0.10
H (0.789, 2.027, 0.858)  0.08
H (2.473, 2.346, 1.378)  0.09
H (2.130, 1.863, -0.317)  0.09
H (1.111, -1.422, 0.751)  0.16
H (1.537, -0.468, -0.693)  0.13



# C5H10O

A single C5H10O molecule in a non-equilibrium geometry (the ωB97M-V functional and the def2-TZVPD basis, the Open Molecules 2025 dataset).

Results
SMILES   C/C=C/OCC
Gap between HOMO and LUMO   9.387 eV
Calculated total energy   -7393.04462 eV
LUMO energy   1.11 eV
HOMO energy   -8.276 eV
Molar mass   86.134 g/mol
F_max   0.05582 Eh/bohr

Last column: Löwdin charge in e.
Atoms and positions in Å:
C (2.575, 0.127, -0.042)  -0.13
C (1.135, -0.005, 0.377)  -0.15
C (0.437, -0.989, -0.270)  -0.19
O (-0.841, -1.329, -0.169)  -0.09
C (-1.743, -0.487, 0.452)  -0.27
C (-1.864, 0.826, -0.367)  -0.09
H (2.893, -0.810, -0.502)  0.06
H (2.730, 0.952, -0.813)  0.09
H (3.146, 0.366, 0.863)  0.07
H (0.585, 0.662, 1.054)  0.10
H (0.885, -1.707, -0.913)  0.12
H (-1.570, -0.236, 1.575)  0.15
H (-2.660, -1.048, 0.478)  0.11
H (-2.581, 1.470, 0.163)  0.06
H (-2.197, 0.731, -1.470)  0.10
H (-0.932, 1.477, -0.415)  0.07



# C5H10O

A single C5H10O molecule (the ωB97M-V functional and the def2-TZVPD basis, the Open Molecules 2025 dataset).

Results
SMILES   CCCCC=O
Gap between HOMO and LUMO   10.784 eV
Calculated total energy   -7394.15185 eV
LUMO energy   1.06 eV
HOMO energy   -9.727 eV
Molar mass   86.134 g/mol
F_max   0.01170 Eh/bohr

Last column: Löwdin charge in e.
Atoms and positions in Å:
C (0.299, 1.538, -0.274)  -0.11
C (-1.040, 0.801, -0.326)  -0.25
C (-0.892, -0.719, -0.476)  -0.22
C (0.046, -1.315, 0.583)  -0.16
C (1.463, -0.792, 0.556)  -0.32
O (2.088, -0.457, 1.535)  0.03
H (0.915, 1.198, 0.555)  0.05
H (0.181, 2.606, -0.092)  0.08
H (0.876, 1.393, -1.197)  0.09
H (-1.641, 1.190, -1.157)  0.10
H (-1.600, 1.008, 0.596)  0.11
H (-1.875, -1.199, -0.377)  0.11
H (-0.538, -0.974, -1.484)  0.11
H (-0.349, -1.150, 1.590)  0.12
H (0.147, -2.398, 0.426)  0.12
H (1.919, -0.731, -0.458)  0.13



# C5H10O

2 unconnected molecules or ions with the total composition C5H10O in a non-equilibrium geometry (the ωB97M-V functional and the def2-TZVPD basis, the Open Molecules 2025 dataset).

Results
SMILES   C=CC(=C)C.O
Gap between HOMO and LUMO   9.318 eV
Calculated total energy   -7392.61732 eV
LUMO energy   0.65 eV
HOMO energy   -8.673 eV
Molar mass   86.134 g/mol
F_max   0.05628 Eh/bohr

Last column: Löwdin charge in e.
Atoms and positions in Å:
C (-0.536, 1.679, 1.548)  0.02
C (-0.798, 0.832, 0.541)  -0.13
C (0.230, 0.579, -0.513)  -0.36
C (1.389, 1.240, -0.626)  0.04
C (-0.042, -0.557, -1.437)  -0.10
H (0.305, 2.354, 1.504)  0.05
H (-1.315, 1.957, 2.251)  0.06
H (-1.589, 0.100, 0.655)  0.09
H (2.000, 1.234, -1.524)  0.07
H (1.754, 1.980, 0.074)  0.05
H (-0.111, -0.221, -2.493)  0.09
H (-1.057, -0.932, -1.267)  0.07
H (0.582, -1.433, -1.610)  0.08
O (-0.177, -2.745, 1.342)  -0.05
H (-0.411, -2.394, 0.486)  -0.01
H (-0.225, -3.674, 1.068)  0.04



# C5H10O

A molecular structure, C5H10O (the ωB97M-V functional and the def2-TZVPD basis, the Open Molecules 2025 dataset).

Results
Gap between HOMO and LUMO   10.752 eV
Calculated total energy   -7393.64117 eV
LUMO energy   1.19 eV
HOMO energy   -9.561 eV
Molar mass   86.134 g/mol
F_max   0.00820 Eh/bohr

Last column: Löwdin charge in e.
Atoms and positions in Å:
C (-1.246, 1.712, -0.267)  -0.10
C (-1.278, 0.191, -0.133)  -0.21
C (0.076, -0.383, -0.493)  -0.37
C (1.205, -0.192, 0.531)  -0.10
C (1.416, -1.696, 0.329)  -0.18
O (0.174, -1.814, -0.382)  -0.09
H (-0.445, 2.142, 0.347)  0.07
H (-1.059, 2.009, -1.306)  0.08
H (-2.188, 2.169, 0.049)  0.07
H (-1.518, -0.103, 0.897)  0.12
H (-2.052, -0.242, -0.778)  0.12
H (0.361, -0.062, -1.509)  0.15
H (0.812, 0.052, 1.522)  0.11
H (2.024, 0.484, 0.278)  0.11
H (1.442, -2.329, 1.223)  0.11
H (2.276, -1.940, -0.310)  0.11



# C5H10O

A single C5H10O molecule (the ωB97M-V functional and the def2-TZVPD basis, the Open Molecules 2025 dataset).

Results
SMILES   C/C=C(/C)CO
Gap between HOMO and LUMO   9.985 eV
Calculated total energy   -7393.79247 eV
LUMO energy   0.95 eV
HOMO energy   -9.033 eV
Molar mass   86.134 g/mol
F_max   0.00706 Eh/bohr

Last column: Löwdin charge in e.
Atoms and positions in Å:
C (-1.847, -0.898, -0.042)  -0.09
C (-0.350, -1.029, -0.028)  -0.12
C (0.523, -0.019, -0.106)  -0.29
C (1.965, -0.265, -0.468)  -0.07
C (0.075, 1.417, 0.094)  -0.24
O (-0.758, 1.577, 1.231)  -0.07
H (-2.321, -1.044, 0.934)  0.08
H (-2.250, -1.661, -0.718)  0.07
H (-2.156, 0.083, -0.413)  0.07
H (0.042, -2.047, -0.064)  0.10
H (2.280, -1.280, -0.206)  0.08
H (2.654, 0.448, -0.005)  0.07
H (2.084, -0.167, -1.555)  0.08
H (-0.516, 1.779, -0.756)  0.12
H (0.955, 2.076, 0.171)  0.11
H (-0.380, 1.028, 1.931)  0.09



# C5H10O

A single C5H10O molecule in a non-equilibrium geometry (the ωB97M-V functional and the def2-TZVPD basis, the Open Molecules 2025 dataset).

Results
SMILES   C/C=C/COC
Gap between HOMO and LUMO   10.162 eV
Calculated total energy   -7391.61094 eV
LUMO energy   1.14 eV
HOMO energy   -9.027 eV
Molar mass   86.134 g/mol
F_max   0.13213 Eh/bohr

Last column: Löwdin charge in e.
Atoms and positions in Å:
C (3.016, -0.260, -0.264)  -0.12
C (1.550, -0.234, 0.176)  -0.14
C (0.521, 0.593, -0.156)  -0.15
C (-0.779, 0.417, 0.339)  -0.32
O (-1.779, 0.022, -0.492)  -0.13
C (-3.089, -0.319, -0.162)  -0.13
H (3.452, -1.120, -0.784)  0.06
H (3.259, 0.520, -1.119)  0.10
H (3.683, 0.020, 0.598)  0.07
H (1.354, -0.935, 0.993)  0.10
H (0.805, 1.361, -0.886)  0.12
H (-0.630, -0.220, 1.197)  0.12
H (-0.755, 1.520, 0.696)  0.16
H (-3.375, -1.108, 0.618)  0.10
H (-3.730, 0.557, 0.240)  0.11
H (-3.504, -0.814, -0.993)  0.06